# 1
{"formula": "C45H55N6O2S2SbTi", "method": "ωB97M-V/def2-TZVPD", "gap_ev": [6.5, 6.8], "spin_multiplicity": 2, "total_charge": -1, "e_lumo_ev": [1.837, 1.833], "e_homo_ev": [-4.64, -4.93], "s2": 0.759, "symbols": ["Ti", "C", "C", "C", "C", "C", "C", "C", "C", "N", "C", "O", "C", "C", "C", "C", "C", "N", "C", "O", "N", "C", "C", "C", "C", "C", "C", "C", "C", "H", "H", "H", "H", "H", "H", "H", "H", "H", "H", "H", "H", "H", "H", "H", "H", "H", "H", "H", "H", "H", "S", "C", "S", "C", "C", "N", "C", "N", "C", "C", "C", "C", "Sb", "C", "C", "C", "C", "C", "C", "C", "C", "H", "H", "H", "H", "H", "H", "H", "H", "H", "H", "H", "H", "H", "H", "H", "H", "H", "H", "H", "H", "H", "H", "H", "H", "H", "H", "H", "C", "C", "C", "C", "N", "C", "C", "H", "H", "H", "H", "H", "H", "H"], "positions_angstrom": [[1.74, -0.91, 0.50], [2.77, 1.22, -3.30], [3.65, 1.74, -2.19], [4.20, 3.02, -2.27], [5.03, 3.51, -1.27], [5.36, 2.69, -0.20], [4.85, 1.40, -0.10], [5.33, 0.49, 1.00], [3.95, 0.94, -1.07], [3.34, -0.33, -0.87], [3.87, -1.36, -1.56], [4.66, -1.36, -2.50], [3.53, -2.68, -0.87], [3.95, -3.94, -1.25], [3.74, -4.99, -0.37], [3.17, -4.77, 0.89], [2.74, -3.50, 1.18], [2.94, -2.51, 0.31], [2.09, -3.05, 2.48], [1.93, -3.82, 3.40], [1.76, -1.71, 2.44], [1.13, -1.16, 3.60], [1.77, -1.26, 4.85], [3.15, -1.84, 5.00], [1.14, -0.74, 5.97], [-0.08, -0.09, 5.89], [-0.66, 0.08, 4.64], [-0.06, -0.42, 3.49], [-0.75, -0.08, 2.18], [2.65, 1.98, -4.07], [1.78, 0.93, -2.94], [3.21, 0.33, -3.74], [3.97, 3.63, -3.13], [5.44, 4.51, -1.34], [6.04, 3.04, 0.57], [5.61, 1.06, 1.89], [6.21, -0.06, 0.67], [4.58, -0.25, 1.28], [4.42, -4.07, -2.22], [4.05, -5.99, -0.65], [3.02, -5.56, 1.61], [3.75, -1.67, 4.10], [3.11, -2.92, 5.14], [3.66, -1.39, 5.85], [1.64, -0.83, 6.94], [-0.56, 0.30, 6.78], [-1.59, 0.63, 4.55], [-0.90, 1.01, 2.12], [-1.71, -0.57, 2.07], [-0.22, -0.37, 1.28], [-0.14, -2.84, 0.33], [0.12, -2.42, -1.30], [0.33, -0.73, -1.59], [0.20, -3.37, -2.32], [0.21, -4.78, -2.07], [0.26, -5.92, -1.87], [0.35, -2.94, -3.69], [0.46, -2.62, -4.79], [-6.43, 0.46, -0.81], [-5.33, -0.52, -0.40], [-5.75, -1.95, -0.78], [-5.16, -0.49, 1.12], [-3.32, -0.21, -1.21], [-3.15, 1.98, -1.19], [-4.02, 2.74, -2.20], [-3.46, 2.46, 0.22], [-1.67, 2.28, -1.47], [-3.55, -0.68, -3.33], [-3.37, -2.20, -3.41], [-4.89, -0.29, -3.96], [-2.41, -0.01, -4.10], [-7.39, 0.12, -0.40], [-6.54, 0.54, -1.89], [-6.25, 1.46, -0.41], [-6.60, -2.26, -0.15], [-4.95, -2.68, -0.62], [-6.07, -2.03, -1.82], [-6.11, -0.73, 1.61], [-4.83, 0.49, 1.49], [-4.42, -1.23, 1.46], [-5.09, 2.53, -2.07], [-3.76, 2.51, -3.23], [-3.88, 3.82, -2.06], [-4.53, 2.45, 0.44], [-3.12, 3.50, 0.33], [-2.96, 1.87, 0.99], [-1.34, 1.94, -2.45], [-1.03, 1.80, -0.72], [-1.51, 3.37, -1.42], [-4.17, -2.75, -2.91], [-2.42, -2.53, -2.98], [-3.37, -2.51, -4.47], [-5.73, -0.84, -3.53], [-4.86, -0.54, -5.03], [-5.11, 0.77, -3.88], [-1.43, -0.24, -3.68], [-2.53, 1.07, -4.16], [-2.41, -0.40, -5.13], [1.50, 5.04, 2.71], [1.68, 3.63, 2.22], [2.25, 2.66, 3.03], [2.42, 1.38, 2.55], [2.05, 1.01, 1.32], [1.52, 1.95, 0.52], [1.32, 3.26, 0.93], [1.12, 5.05, 3.73], [0.81, 5.59, 2.07], [2.46, 5.56, 2.70], [2.56, 2.88, 4.04], [2.88, 0.60, 3.15], [1.27, 1.65, -0.49], [0.87, 3.96, 0.24]]}

=====

# 2
{"formula": "C45H56BaCl2IN4O2P", "method": "ωB97M-V/def2-TZVPD", "gap_ev": 5.8, "total_charge": -2, "e_lumo_ev": 3.914, "e_homo_ev": -1.86, "symbols": ["Ba", "C", "N", "C", "C", "C", "C", "C", "C", "C", "N", "C", "C", "C", "C", "C", "C", "N", "C", "C", "H", "H", "H", "H", "H", "H", "H", "H", "H", "H", "H", "H", "H", "H", "H", "H", "H", "H", "H", "H", "Cl", "C", "C", "C", "Cl", "C", "O", "C", "C", "O", "C", "H", "H", "H", "I", "C", "C", "C", "C", "C", "C", "C", "C", "C", "C", "H", "H", "H", "H", "H", "H", "C", "C", "C", "C", "P", "N", "C", "C", "C", "C", "C", "C", "C", "C", "H", "H", "H", "H", "H", "H", "H", "H", "H", "H", "H", "H", "H", "H", "H", "H", "H", "H", "H", "H", "H", "H", "H", "H", "H", "H", "H"], "positions_angstrom": [[-0.55, 0.89, 0.22], [-4.32, 2.35, 0.75], [-3.30, 2.52, -0.26], [-2.63, 3.80, -0.13], [-3.82, 2.36, -1.59], [-4.84, 3.15, -2.07], [-5.30, 3.06, -3.38], [-4.69, 2.15, -4.22], [-3.67, 1.34, -3.77], [-3.20, 1.39, -2.43], [-2.17, 0.66, -2.00], [-1.67, -0.31, -2.82], [-2.41, -1.44, -3.17], [-1.89, -2.42, -3.98], [-0.60, -2.31, -4.46], [0.17, -1.21, -4.11], [-0.35, -0.20, -3.32], [0.34, 1.00, -3.03], [1.78, 0.95, -3.01], [-0.17, 2.09, -3.84], [-3.84, 2.26, 1.73], [-4.87, 1.43, 0.55], [-5.03, 3.19, 0.80], [-3.31, 4.64, -0.31], [-1.82, 3.85, -0.86], [-2.21, 3.89, 0.86], [-5.29, 3.89, -1.41], [-6.09, 3.71, -3.73], [-5.01, 2.07, -5.26], [-3.17, 0.68, -4.47], [-3.43, -1.51, -2.81], [-2.50, -3.27, -4.27], [-0.19, -3.07, -5.12], [1.17, -1.13, -4.51], [2.24, 0.79, -4.00], [2.08, 0.15, -2.34], [2.14, 1.90, -2.61], [0.00, 1.92, -4.92], [0.30, 3.02, -3.54], [-1.25, 2.20, -3.68], [3.41, 9.15, 0.32], [2.65, 7.62, 0.68], [2.47, 7.25, 2.02], [1.90, 6.04, 2.30], [1.69, 5.55, 3.94], [1.45, 5.09, 1.29], [0.94, 4.01, 1.58], [1.66, 5.56, -0.07], [1.27, 4.76, -1.19], [0.80, 3.64, -1.20], [2.26, 6.80, -0.33], [2.80, 7.90, 2.82], [1.45, 5.28, -2.17], [2.41, 7.08, -1.37], [-1.14, 2.86, 3.54], [-1.61, 1.04, 4.55], [-1.58, 1.12, 5.91], [-1.90, 0.01, 6.70], [-2.30, -1.14, 6.08], [-2.37, -1.23, 4.68], [-2.84, -2.41, 4.07], [-2.93, -2.48, 2.71], [-2.50, -1.42, 1.92], [-1.97, -0.24, 2.42], [-1.97, -0.13, 3.84], [-1.31, 2.05, 6.40], [-1.85, 0.07, 7.78], [-2.60, -2.01, 6.67], [-3.14, -3.24, 4.71], [-3.30, -3.38, 2.24], [-2.58, -1.54, 0.85], [1.20, -2.43, 3.07], [2.41, -2.74, 2.19], [2.98, -4.11, 2.53], [3.44, -1.66, 2.52], [1.84, -2.32, 0.34], [1.07, -1.04, 0.21], [0.90, -3.94, -0.25], [1.67, -5.23, -0.51], [-0.16, -4.19, 0.82], [0.13, -3.54, -1.51], [3.52, -2.31, -0.71], [3.05, -2.44, -2.16], [4.07, -0.89, -0.55], [4.64, -3.31, -0.46], [1.53, -2.15, 4.08], [0.53, -3.28, 3.18], [0.65, -1.60, 2.64], [3.36, -4.09, 3.56], [3.81, -4.38, 1.88], [2.22, -4.88, 2.48], [3.59, -1.60, 3.60], [3.07, -0.69, 2.17], [4.41, -1.86, 2.07], [2.28, -5.52, 0.33], [2.30, -5.14, -1.39], [0.95, -6.03, -0.71], [0.25, -4.69, 1.69], [-0.96, -4.82, 0.42], [-0.60, -3.23, 1.12], [0.72, -3.65, -2.41], [-0.19, -2.50, -1.41], [-0.76, -4.16, -1.63], [2.10, -1.94, -2.27], [2.93, -3.48, -2.46], [3.77, -1.99, -2.85], [3.23, -0.22, -0.36], [4.59, -0.56, -1.45], [4.77, -0.81, 0.28], [4.30, -4.34, -0.54], [5.11, -3.16, 0.51], [5.42, -3.17, -1.22]]}

=====

Results for largest force on an atom: 0.0260 0.0624 (in Eh/bohr, following the order of the records).
Results for ΔE to the lowest compared entry with this formula, charge and spin: 15.9 27.5 (in kcal per mole, following the order of the records).
Results for calculated total energy: -111922.456 -100759.708 (in eV, following the order of the records).